14
Properties=species:S:1:pos:R:3 method="wB97M-V/def2-TZVPD" de_lowest_kj_mol=191.6 homo_energy_ev="-11.76 / -14.56" charge=+1 orbital_gap_ev="6.9 / 9.7"
C 0.05 -0.90 1.20
C 1.28 0.79 0.09
C -1.11 0.80 0.25
N -1.07 -0.28 0.98
N 1.28 -0.32 0.80
N 0.13 1.40 -0.19
N -1.00 -0.99 -1.79
F -0.21 -1.80 -1.02
Cl 2.73 1.48 -0.44
Cl -2.50 1.67 -0.05
H 0.07 -1.82 1.76
H 2.15 -0.81 1.00
H 0.09 2.23 -0.78
H -1.91 -1.45 -1.80